# 1
# C3H9NO2

A cluster of 2 separate species, C3H9NO2 in total in a non-equilibrium geometry (ωB97M-V/def2-TZVPD, OMol25).

Computed properties:
- lowest unoccupied orbital energy (eV) = 0.5
- maximum force (eV Å⁻¹) = 6.15
- molar mass (u) = 91.11
- Kohn-Sham gap (Eh) = 0.37719
- SMILES = CC(N)=O.CO
- multiplicity = 1
- energy relative to the best compared isomer or geometry (same formula, charge and spin) (eV) = 2.580
- highest occupied orbital energy (eV) = -9.8
- energy (hartree) = -324.8778

CARTESIAN COORDINATES (ANGSTROEM)
C (-1.86237, 2.19011, -0.94346)
O (-1.77608, 1.35331, 0.28823)
H (-0.81456, 1.25166, 0.64966)
H (-1.03610, 1.92139, -1.56971)
H (-2.72749, 1.66240, -1.34532)
H (-1.79461, 3.31052, -0.70210)
C (0.34002, -0.69801, 0.84237)
C (1.21755, -1.82460, 0.70675)
O (1.43634, -2.68784, 1.60211)
N (2.09619, -1.72454, -0.36129)
H (0.73777, 0.07022, 0.13474)
H (0.34369, -0.35994, 1.93333)
H (2.91164, -2.25155, -0.40499)
H (1.65296, -1.15373, -1.16646)
H (-0.72497, -1.05940, 0.33612)

Force components x, y, z for each atom (eV/Å):
C 0.637 -0.915 2.348
O 2.485 0.646 0.459
H -2.716 0.708 -1.257
H 0.611 0.082 -0.565
H -0.421 1.422 -0.490
H -0.826 -1.697 -0.528
C -3.414 0.776 -1.166
C 4.456 -3.453 2.458
O -1.099 1.983 -2.190
N -4.061 2.643 -1.380
H -0.553 -0.152 0.928
H -0.569 -0.480 -1.686
H 1.127 -1.206 -0.448
H 2.029 -1.617 1.593
H 2.314 1.257 1.926

***

# 2
# C37H39CsN10O6S

A structure of composition C37H39CsN10O6S (ωB97M-V/def2-TZVPD, OMol25).

Computed properties:
- lowest unoccupied orbital energy (eV) = 3.5
- maximum force (eV Å⁻¹) = 0.60
- molar mass (u) = 884.76
- Kohn-Sham gap (Eh) = 0.24886
- multiplicity = 1
- energy relative to the best compared isomer or geometry (same formula, charge and spin) (eV) = 0.492
- highest occupied orbital energy (eV) = -3.2
- energy (hartree) = -2850.8494
- charge = -2

CARTESIAN COORDINATES (ANGSTROEM)
Cs (-0.21756, -0.80044, 0.02020)
O (-3.79795, -2.95035, 2.85881)
C (-3.21319, -2.08761, 2.20694)
N (-2.07339, -1.43042, 2.50628)
C (-1.75373, -1.21512, 3.79444)
O (-2.48989, -1.18783, 4.78149)
C (-0.27990, -0.90784, 4.04816)
C (0.22702, -1.18198, 5.31723)
C (1.56600, -0.95028, 5.57116)
C (2.36292, -0.43582, 4.55850)
C (1.77092, -0.17359, 3.33373)
N (0.48197, -0.40131, 3.07749)
C (-3.79914, -1.76527, 0.82965)
C (-5.02035, -2.33637, 0.47724)
C (-5.56251, -2.03807, -0.75949)
C (-4.86827, -1.19470, -1.61615)
C (-3.65564, -0.67926, -1.18616)
N (-3.14339, -0.94705, 0.01200)
H (-0.45039, -1.56732, 6.06568)
H (1.98647, -1.16713, 6.54644)
H (3.41660, -0.23689, 4.70375)
H (2.36212, 0.21988, 2.51340)
H (-5.50138, -2.99576, 1.18515)
H (-6.51381, -2.46316, -1.05884)
H (-5.24877, -0.94674, -2.59848)
H (-3.05459, -0.03585, -1.82229)
C (-1.31656, 3.09100, -3.96534)
C (-1.25151, 2.25386, -2.71773)
N (-0.78264, 1.05824, -2.66973)
N (-0.30189, 0.52284, -3.81985)
C (-0.01375, -0.77612, -3.65766)
O (-0.19410, -1.48814, -2.65246)
C (0.59815, -1.41994, -4.88336)
C (0.94168, -2.76607, -4.82245)
C (1.51477, -3.40145, -5.91481)
C (1.74968, -2.69429, -7.08613)
C (1.40927, -1.34883, -7.15447)
C (0.83799, -0.71550, -6.06026)
C (-1.81946, 2.79270, -1.45939)
C (-2.59350, 3.95736, -1.45749)
C (-3.17432, 4.38642, -0.27618)
C (-2.98022, 3.65243, 0.88144)
C (-2.17944, 2.52170, 0.79673)
N (-1.60570, 2.11028, -0.32515)
H (-0.77630, 2.57890, -4.75601)
H (-0.87353, 4.07723, -3.80255)
H (-2.35058, 3.24338, -4.29046)
H (0.75032, -3.29221, -3.89644)
H (1.78253, -4.44976, -5.85130)
H (2.20026, -3.18677, -7.94001)
H (1.59566, -0.78967, -8.06400)
H (0.57352, 0.33213, -6.09304)
H (-2.74572, 4.51052, -2.37336)
H (-3.77950, 5.28534, -0.26360)
H (-3.42078, 3.94374, 1.82483)
H (-1.99018, 1.91006, 1.67512)
C (5.63420, -1.46533, -1.55645)
N (4.77078, -1.19792, -0.41878)
C (4.30716, 0.17994, -0.36398)
C (3.95764, -2.16216, 0.10640)
N (2.80383, -1.85458, 0.58092)
N (4.51587, -3.46113, 0.10467)
C (5.79061, -3.59460, 0.79441)
C (3.60792, -4.54110, 0.41573)
H (5.13398, -1.17888, -2.48985)
H (5.88341, -2.52067, -1.61588)
H (6.54524, -0.87202, -1.46488)
H (5.14693, 0.83158, -0.59719)
H (3.94788, 0.41719, 0.63432)
H (3.48895, 0.35214, -1.07279)
H (2.39136, -2.63870, 1.07552)
H (6.42135, -2.73315, 0.59618)
H (6.30276, -4.49586, 0.44950)
H (5.65144, -3.67200, 1.88266)
H (3.31961, -4.57155, 1.47810)
H (4.09701, -5.48710, 0.17728)
H (2.70564, -4.45825, -0.18838)
N (1.10079, 2.80030, 1.54475)
C (2.46340, 2.95658, 1.26107)
C (2.88990, 3.27631, -0.02957)
C (4.23622, 3.45005, -0.30206)
C (5.19112, 3.29387, 0.69562)
C (4.77081, 3.00077, 1.98282)
C (3.42039, 2.84401, 2.26881)
S (6.93315, 3.34734, 0.28169)
O (7.61838, 3.47616, 1.56169)
O (7.07592, 4.49793, -0.60036)
O (7.17196, 2.06856, -0.38823)
H (0.90613, 2.18505, 2.32192)
H (0.53095, 2.55183, 0.74792)
H (2.15412, 3.37020, -0.82196)
H (4.56518, 3.68616, -1.30666)
H (5.51959, 2.89233, 2.75706)
H (3.09936, 2.61973, 3.28116)

Force components x, y, z for each atom (eV/Å):
Cs 0.459 0.278 0.267
O 0.000 0.013 -0.005
C -0.019 -0.043 0.045
N -0.072 0.044 0.032
C -0.068 0.011 0.009
O 0.024 -0.002 0.000
C 0.061 0.009 0.017
C -0.004 0.009 -0.002
C 0.008 -0.003 0.010
C 0.000 0.019 0.003
C 0.003 -0.037 0.005
N -0.019 -0.046 0.048
C -0.076 0.012 0.007
C 0.005 0.001 -0.012
C -0.002 -0.002 0.000
C -0.001 0.002 -0.012
C -0.050 -0.015 0.005
N -0.234 -0.013 0.049
H -0.002 0.001 -0.002
H 0.000 0.000 -0.001
H 0.001 0.000 -0.001
H -0.010 -0.008 -0.012
H 0.006 0.000 0.003
H 0.000 0.000 0.000
H 0.005 0.001 -0.002
H 0.003 0.010 -0.014
C 0.035 0.020 0.007
C 0.017 0.021 0.018
N -0.085 -0.021 0.002
N -0.014 0.017 -0.007
C 0.009 -0.001 0.044
O 0.021 -0.202 -0.531
C -0.004 0.009 -0.013
C 0.003 -0.009 0.001
C -0.002 0.004 -0.004
C 0.000 0.003 0.001
C -0.006 -0.001 0.000
C 0.006 0.001 -0.004
C 0.021 -0.030 -0.015
C -0.011 0.002 -0.001
C 0.002 -0.001 0.003
C -0.003 0.002 -0.006
C -0.027 -0.014 0.000
N 0.024 -0.023 0.062
H -0.001 0.001 -0.003
H -0.011 0.002 0.004
H -0.003 -0.010 -0.010
H 0.000 0.003 0.001
H 0.000 0.001 -0.002
H 0.001 0.001 -0.001
H 0.000 0.001 -0.001
H -0.001 0.001 -0.001
H -0.002 0.000 -0.001
H 0.001 0.002 -0.002
H 0.001 -0.003 0.001
H -0.003 0.004 0.005
C -0.015 -0.001 -0.012
N -0.008 -0.004 -0.012
C -0.002 -0.005 0.000
C 0.045 0.078 0.072
N -0.053 -0.068 -0.056
N 0.012 -0.009 0.009
C 0.000 -0.007 -0.004
C 0.004 -0.001 -0.006
H 0.006 -0.005 -0.001
H 0.003 0.001 -0.003
H -0.007 0.009 0.007
H 0.017 -0.008 -0.006
H -0.006 -0.002 0.003
H -0.001 0.004 -0.007
H 0.037 -0.011 0.048
H -0.002 -0.001 0.002
H 0.002 -0.001 -0.001
H -0.003 -0.002 0.001
H 0.001 0.000 0.002
H 0.000 -0.002 0.000
H -0.001 0.002 0.002
N -0.015 -0.006 0.024
C -0.012 -0.006 0.012
C -0.001 0.020 -0.013
C 0.012 -0.025 -0.005
C -0.005 -0.002 0.011
C -0.004 0.011 -0.006
C 0.013 -0.021 0.015
S -0.025 0.046 0.026
O 0.014 -0.010 -0.009
O 0.011 0.000 -0.008
O -0.005 -0.028 -0.008
H -0.002 -0.007 -0.008
H 0.003 0.021 -0.045
H 0.003 0.005 -0.003
H -0.002 0.004 -0.001
H -0.001 0.003 0.002
H 0.002 0.003 0.000

***

Repeat the first record exactly.
# C3H9NO2

A cluster of 2 separate species, C3H9NO2 in total in a non-equilibrium geometry (ωB97M-V/def2-TZVPD, OMol25).

Computed properties:
- lowest unoccupied orbital energy (eV) = 0.5
- maximum force (eV Å⁻¹) = 6.15
- molar mass (u) = 91.11
- Kohn-Sham gap (Eh) = 0.37719
- SMILES = CC(N)=O.CO
- multiplicity = 1
- energy relative to the best compared isomer or geometry (same formula, charge and spin) (eV) = 2.580
- highest occupied orbital energy (eV) = -9.8
- energy (hartree) = -324.8778

CARTESIAN COORDINATES (ANGSTROEM)
C (-1.86237, 2.19011, -0.94346)
O (-1.77608, 1.35331, 0.28823)
H (-0.81456, 1.25166, 0.64966)
H (-1.03610, 1.92139, -1.56971)
H (-2.72749, 1.66240, -1.34532)
H (-1.79461, 3.31052, -0.70210)
C (0.34002, -0.69801, 0.84237)
C (1.21755, -1.82460, 0.70675)
O (1.43634, -2.68784, 1.60211)
N (2.09619, -1.72454, -0.36129)
H (0.73777, 0.07022, 0.13474)
H (0.34369, -0.35994, 1.93333)
H (2.91164, -2.25155, -0.40499)
H (1.65296, -1.15373, -1.16646)
H (-0.72497, -1.05940, 0.33612)

Force components x, y, z for each atom (eV/Å):
C 0.637 -0.915 2.348
O 2.485 0.646 0.459
H -2.716 0.708 -1.257
H 0.611 0.082 -0.565
H -0.421 1.422 -0.490
H -0.826 -1.697 -0.528
C -3.414 0.776 -1.166
C 4.456 -3.453 2.458
O -1.099 1.983 -2.190
N -4.061 2.643 -1.380
H -0.553 -0.152 0.928
H -0.569 -0.480 -1.686
H 1.127 -1.206 -0.448
H 2.029 -1.617 1.593
H 2.314 1.257 1.926